Entry 1:
Entry from the OMol25 dataset: a cluster of 2 separate species, C4H9Cl2OP in total (the ωB97M-V functional and the def2-TZVPD basis).

The SMILES is OP(Cl)Cl.C=C(C)C. The HOMO-LUMO gap is 10.48 eV. The value obtained for the electronic energy is -40676.6784 eV. The calculation puts the HOMO energy at -0.35414 Ha.

Geometry as ORCA input:
```
! wB97M-V def2-TZVPD RIJCOSX def2/J DEFGRID3
* xyz 0 1
O -0.512 -1.743 1.063
P 0.240 -0.822 2.163
Cl -1.018 -1.203 3.698
Cl 1.752 -2.098 2.634
H -0.498 -1.377 0.155
C -0.510 -0.548 -1.694
C -0.063 0.443 -0.930
C -0.994 1.382 -0.216
C 1.397 0.699 -0.723
H 0.165 -1.205 -2.220
H -1.561 -0.714 -1.862
H -1.867 1.599 -0.827
H -1.342 0.950 0.720
H -0.490 2.315 0.022
H 2.011 0.022 -1.311
H 1.654 0.577 0.331
H 1.636 1.724 -1.002
*
```

***

Entry 2:
Entry from the OMol25 dataset: a structure of composition C31H31Cl2FN8O3STi in a non-equilibrium geometry (the ωB97M-V functional and the def2-TZVPD basis).

The HOMO-LUMO gap (spin up / spin down) is 4.91 / 7.59 eV. The value obtained for the electronic energy is -112431.4095 eV. The calculation puts the HOMO energy (spin up / spin down) at -0.19068 / -0.28960 Ha.

Geometry as ORCA input:
```
! wB97M-V def2-TZVPD RIJCOSX def2/J DEFGRID3
* xyz 0 3
Ti 0.275 1.797 0.469
Cl -3.235 3.772 -2.266
C -2.532 4.398 -0.814
C -2.825 5.722 -0.441
C -2.328 6.248 0.712
Cl -2.727 7.879 1.161
C -1.491 5.472 1.550
C -0.969 5.892 2.789
C -0.189 5.044 3.523
C 0.121 3.779 3.004
N -0.341 3.363 1.852
C -1.173 4.164 1.131
C -1.727 3.576 -0.056
O -1.468 2.325 -0.344
H -3.465 6.316 -1.079
H -1.201 6.887 3.147
H 0.213 5.337 4.482
H 0.780 3.102 3.533
O -4.480 -2.040 -2.025
C -4.553 -2.610 -0.728
N -3.611 -1.880 0.072
C -2.896 -2.484 1.060
O -3.096 -3.655 1.356
C -1.794 -1.710 1.701
C -1.031 -2.355 2.719
C 0.038 -1.629 3.252
C 0.362 -0.387 2.772
N -0.332 0.217 1.723
C -1.422 -0.476 1.254
H -5.225 -2.363 -2.542
H -4.257 -3.659 -0.721
H -5.569 -2.527 -0.330
H -3.506 -0.903 -0.138
H -1.313 -3.336 3.066
H 0.626 -2.032 4.069
H 1.174 0.190 3.188
H -1.967 0.040 0.470
N -3.089 -7.821 -2.434
C -2.611 -6.779 -2.348
C -2.018 -5.474 -2.252
C -1.753 -4.751 -3.412
C -1.199 -3.488 -3.330
C -0.910 -2.944 -2.086
C -1.160 -3.665 -0.926
C -1.719 -4.927 -1.009
N -0.396 -1.624 -1.997
C -0.590 -0.593 -2.905
C -0.023 0.504 -2.350
N 0.535 0.170 -1.131
C 0.296 -1.106 -0.956
H -1.983 -5.183 -4.377
H -0.987 -2.934 -4.233
H -0.975 -3.237 0.051
H -1.953 -5.468 -0.102
H -1.174 -0.719 -3.798
H 0.002 1.519 -2.705
H 0.578 -1.678 -0.087
F 1.224 2.938 -0.684
C 4.804 -2.230 0.361
C 3.401 -1.758 -0.005
N 2.948 -0.616 0.772
C 3.324 0.665 0.589
S 2.799 1.853 1.695
N 4.113 0.947 -0.445
C 4.537 2.294 -0.832
C 5.850 2.692 -0.179
H 5.081 -3.102 -0.234
H 4.850 -2.506 1.414
H 5.548 -1.450 0.189
H 2.682 -2.561 0.160
H 3.327 -1.515 -1.069
H 2.456 -0.782 1.637
H 4.427 0.185 -1.022
H 3.734 2.975 -0.570
H 4.621 2.295 -1.919
H 5.739 2.716 0.906
H 6.147 3.688 -0.514
H 6.652 1.995 -0.433
*
```

***

Entry 3:
Entry from the OMol25 dataset: the molecule C20H11NO2 in a non-equilibrium geometry (the ωB97M-V functional and the def2-TZVPD basis).

The SMILES is O=[N+]([O-])C1=Cc2c3ccccc3cc3c2c1cc1ccccc13. The HOMO-LUMO gap is 6.56 eV. The value obtained for the electronic energy is -26500.9821 eV. The calculation puts the HOMO energy at -0.30042 Ha.

Geometry as ORCA input:
```
! wB97M-V def2-TZVPD RIJCOSX def2/J DEFGRID3
* xyz 0 1
O 0.779 3.212 4.001
N 0.212 3.202 2.892
O -0.356 4.160 2.364
C 0.196 1.993 2.173
C 0.626 0.772 2.652
C 0.472 -0.249 1.638
C 0.797 -1.602 1.530
C 1.346 -2.327 2.602
C 1.719 -3.641 2.469
C 1.486 -4.278 1.231
C 0.897 -3.594 0.164
C 0.562 -2.223 0.279
C 0.023 -1.523 -0.820
C -0.273 -0.184 -0.719
C -0.021 0.412 0.526
C -0.252 1.776 0.785
C -0.811 2.527 -0.271
C -1.017 1.971 -1.546
C -1.510 2.778 -2.596
C -1.707 2.252 -3.857
C -1.390 0.889 -4.105
C -0.917 0.105 -3.072
C -0.777 0.595 -1.758
H 1.036 0.601 3.641
H 1.514 -1.822 3.542
H 2.087 -4.232 3.313
H 1.705 -5.305 1.068
H 0.821 -4.132 -0.776
H -0.183 -2.076 -1.688
H -1.097 3.534 -0.060
H -1.682 3.820 -2.444
H -2.072 2.969 -4.626
H -1.524 0.528 -5.143
H -0.687 -0.909 -3.388
*
```

***

Entry 4:
Entry from the OMol25 dataset: a structure of composition C38H41AsNO4PS6Ti (the ωB97M-V functional and the def2-TZVPD basis).

The HOMO-LUMO gap (spin up / spin down) is 4.42 / 4.51 eV. The value obtained for the electronic energy is -208012.0254 eV. The calculation puts the HOMO energy (spin up / spin down) at -0.01344 / -0.01668 Ha.

Geometry as ORCA input:
```
! wB97M-V def2-TZVPD RIJCOSX def2/J DEFGRID3
* xyz -2 1
Ti -0.587 -0.233 -0.221
O -4.545 -0.815 -1.027
C -3.366 -0.496 -1.037
O -2.550 -0.621 -0.019
C -2.668 0.112 -2.204
C -3.230 0.535 -3.390
C -2.437 1.107 -4.377
C -1.076 1.225 -4.133
C -0.541 0.799 -2.934
N -1.333 0.250 -1.966
C 0.875 0.883 -2.480
O 1.817 1.203 -3.196
O 0.960 0.581 -1.215
H -4.298 0.414 -3.521
H -2.867 1.445 -5.311
H -0.406 1.654 -4.869
S 0.128 -0.310 2.238
C -1.091 0.660 3.065
C -1.404 0.302 4.390
C -2.287 1.032 5.160
C -2.908 2.164 4.638
C -2.629 2.525 3.331
C -1.742 1.794 2.545
As -1.448 2.250 0.673
C -0.716 4.056 0.790
C -0.332 4.669 -0.402
C 0.221 5.941 -0.403
C 0.421 6.609 0.797
C 0.069 5.995 1.990
C -0.495 4.725 1.988
C -3.299 2.664 0.176
C -4.340 1.875 0.655
C -5.648 2.138 0.275
C -5.934 3.192 -0.579
C -4.899 3.972 -1.075
C -3.588 3.703 -0.704
H -0.925 -0.579 4.799
H -2.500 0.714 6.175
H -3.608 2.741 5.231
H -3.128 3.390 2.905
H -0.435 4.140 -1.344
H 0.515 6.398 -1.340
H 0.863 7.599 0.803
H 0.241 6.498 2.934
H -0.756 4.257 2.928
H -4.128 1.026 1.292
H -6.440 1.495 0.636
H -6.957 3.395 -0.871
H -5.105 4.787 -1.760
H -2.796 4.314 -1.117
C 4.308 2.769 3.704
C 3.024 2.109 3.204
C 1.827 2.914 3.702
P 2.820 1.808 1.362
C 3.785 0.225 1.157
C 5.122 0.043 1.878
C 3.894 -0.149 -0.325
C 3.795 3.211 0.593
C 3.169 3.534 -0.768
C 5.313 3.117 0.443
H 4.307 2.812 4.799
H 4.376 3.802 3.348
H 5.214 2.252 3.393
H 2.942 1.105 3.635
H 1.808 3.902 3.233
H 1.879 3.064 4.787
H 0.889 2.414 3.466
H 3.083 -0.479 1.623
H 5.881 0.755 1.553
H 5.507 -0.959 1.663
H 5.022 0.123 2.962
H 4.268 0.673 -0.940
H 2.930 -0.424 -0.742
H 4.581 -0.992 -0.446
H 3.573 4.051 1.267
H 3.408 2.771 -1.512
H 3.526 4.503 -1.136
H 2.082 3.568 -0.707
H 5.590 2.275 -0.193
H 5.829 3.006 1.397
H 5.701 4.024 -0.037
C -0.270 -3.759 3.007
S -1.516 -3.507 1.720
C -0.834 -4.490 0.451
C -0.200 -4.039 -0.667
S 0.181 -2.484 -1.282
S 0.317 -5.342 -1.738
C -0.207 -6.702 -0.823
S 0.030 -8.288 -1.296
S -1.014 -6.227 0.603
H -0.670 -3.332 3.927
H 0.647 -3.229 2.757
H -0.076 -4.821 3.161
*
```

***

Entry 5:
Entry from the OMol25 dataset: a structure of composition C29H30N6Ru (the ωB97M-V functional and the def2-TZVPD basis).

The HOMO-LUMO gap (spin up / spin down) is 7.90 / 6.24 eV. The value obtained for the electronic energy is -42065.2804 eV. The calculation puts the HOMO energy (spin up / spin down) at -0.51017 / -0.52602 Ha.

Geometry as ORCA input:
```
! wB97M-V def2-TZVPD RIJCOSX def2/J DEFGRID3
* xyz 2 5
Ru -0.255 0.554 1.020
C 3.503 -4.899 -1.753
C 3.012 -3.608 -1.185
C 3.756 -2.430 -1.319
C 3.283 -1.239 -0.838
C 2.034 -1.147 -0.159
N 1.595 0.030 0.323
C 2.462 1.154 0.399
C 3.637 1.109 1.151
C 4.454 2.216 1.246
C 4.129 3.412 0.599
C 5.005 4.619 0.736
C 2.960 3.455 -0.150
C 2.135 2.345 -0.255
N 0.981 2.426 -1.083
C 0.860 3.058 -2.267
C -0.461 3.005 -2.644
C -1.097 2.317 -1.610
N -0.227 1.971 -0.666
C 1.268 -2.354 -0.054
C 1.761 -3.534 -0.561
N 0.004 -2.398 0.593
C -0.535 -3.453 1.241
C -1.866 -3.185 1.463
C -2.069 -1.925 0.905
N -0.945 -1.446 0.369
H 4.590 -4.922 -1.796
H 3.130 -5.019 -2.773
H 3.152 -5.752 -1.174
H 4.709 -2.458 -1.831
H 3.852 -0.333 -0.989
H 3.905 0.190 1.655
H 5.361 2.156 1.834
H 6.052 4.359 0.587
H 4.914 5.037 1.741
H 4.735 5.394 0.022
H 2.676 4.369 -0.656
H 1.718 3.492 -2.752
H -0.902 3.403 -3.540
H -2.138 2.056 -1.510
H 1.157 -4.429 -0.501
H 0.061 -4.311 1.503
H -2.587 -3.812 1.955
H -2.976 -1.342 0.861
C -0.488 3.885 2.773
N -1.744 3.222 3.045
C -2.885 3.837 2.397
C -1.719 1.838 2.981
C -0.609 1.133 3.712
C -0.429 1.237 5.085
C 0.635 0.568 5.670
C 1.507 -0.196 4.901
C 1.337 -0.296 3.528
C 0.265 0.371 2.939
H -0.600 4.951 2.958
H -0.187 3.741 1.719
H 0.302 3.500 3.414
H -2.924 4.895 2.645
H -3.806 3.368 2.740
H -2.827 3.741 1.302
H -1.655 1.520 1.780
H -2.698 1.397 3.177
H -1.105 1.834 5.684
H 0.791 0.638 6.738
H 2.322 -0.722 5.381
H 2.010 -0.910 2.944
*
```

***

Entry 6:
Entry from the OMol25 dataset: a structure of composition C5H7N (the ωB97M-V functional and the def2-TZVPD basis).

The HOMO-LUMO gap is 9.63 eV. The value obtained for the electronic energy is -6782.1723 eV. The calculation puts the HOMO energy at -0.32537 Ha.

Geometry as ORCA input:
```
! wB97M-V def2-TZVPD RIJCOSX def2/J DEFGRID3
* xyz 0 1
C 2.023 0.110 -0.182
C 0.455 -0.434 -0.022
C 0.248 0.895 -0.027
C -2.906 0.955 0.103
C -2.675 -0.225 0.036
N 0.085 -1.637 -0.102
H 2.535 -0.511 0.558
H 2.298 -0.149 -1.204
H 2.313 1.150 -0.014
H 0.280 1.391 0.947
H -3.128 1.998 0.150
H -2.387 -1.254 -0.033
H 0.859 -2.288 -0.209
*
```